# 1
A structure of composition C32H26MoN5S5, computed with wB97M-V/def2-TZVPD.

Last column: Mulliken charge in e.
Cartesian coordinates (Å):
Mo1 0.104 -0.645 0.577  -0.562
S1 0.171 1.432 1.979  -0.311
C1 1.843 1.598 2.484  0.909
C2 2.379 2.839 2.814  -0.766
C3 3.705 2.935 3.212  -0.598
C4 4.515 1.809 3.291  -0.637
C5 3.991 0.565 2.974  -0.650
C6 2.664 0.481 2.578  0.192
S2 1.929 -1.086 2.224  -0.116
C7 0.884 -1.242 3.718  -1.099
C8 -0.486 -1.801 3.473  0.505
C9 -1.112 -2.469 4.514  -1.179
C10 -2.393 -2.954 4.337  -0.546
C11 -3.001 -2.785 3.107  -1.123
C12 -2.317 -2.121 2.103  0.483
C13 -2.971 -1.966 0.761  -0.694
S3 -1.782 -1.782 -0.589  -0.011
C14 -1.391 -3.475 -0.906  0.184
C15 -2.306 -4.284 -1.572  -0.635
C16 -1.986 -5.609 -1.803  -0.776
C17 -0.752 -6.101 -1.382  -0.567
C18 0.158 -5.283 -0.740  -0.785
C19 -0.155 -3.944 -0.494  0.967
S4 1.023 -2.890 0.267  -0.159
N1 -1.090 -1.607 2.286  1.488
H1 1.760 3.724 2.744  0.483
H2 4.114 3.906 3.457  0.402
H3 5.549 1.899 3.593  0.413
H4 4.600 -0.328 3.026  0.497
H5 0.788 -0.233 4.121  0.429
H6 1.417 -1.862 4.436  0.696
H7 -0.588 -2.606 5.449  0.516
H8 -2.900 -3.476 5.138  0.436
H9 -3.988 -3.179 2.911  0.540
H10 -3.606 -1.081 0.737  0.180
H11 -3.590 -2.831 0.530  0.781
H12 -3.250 -3.875 -1.910  0.527
H13 -2.685 -6.253 -2.317  0.398
H14 -0.497 -7.136 -1.567  0.389
H15 1.120 -5.668 -0.427  0.475
S5 1.589 0.153 -1.019  -0.397
C20 0.640 1.425 -1.756  0.270
N2 1.063 2.257 -2.679  -0.496
N3 2.279 2.161 -3.089  0.443
C21 2.809 3.027 -4.069  0.674
C22 2.039 4.037 -4.631  -0.307
C23 2.613 4.856 -5.588  -0.542
C24 3.933 4.675 -5.980  -0.535
C25 4.690 3.662 -5.408  -0.560
C26 4.131 2.833 -4.450  -0.469
N4 -0.655 1.622 -1.401  -1.086
N5 -1.101 0.909 -0.466  1.386
C27 -2.494 1.169 -0.198  0.626
C28 -3.375 1.294 -1.267  -0.177
C29 -4.723 1.502 -1.023  -0.686
C30 -5.190 1.605 0.281  -0.533
C31 -4.304 1.487 1.342  -0.883
C32 -2.956 1.256 1.109  -0.662
H16 2.891 1.449 -2.695  0.253
H17 1.014 4.171 -4.319  0.407
H18 2.022 5.646 -6.032  0.365
H19 4.371 5.322 -6.728  0.385
H20 5.718 3.514 -5.708  0.366
H21 4.717 2.040 -4.000  0.346
H22 -2.997 1.215 -2.277  0.493
H23 -5.409 1.588 -1.854  0.403
H24 -6.241 1.779 0.468  0.424
H25 -4.659 1.578 2.360  0.431
H26 -2.278 1.151 1.944  0.380

Calculated values
E_tot in eV: -97084.515
2S+1: 1
Total charge: +1

***

# 2
A cluster of 6 separate species, C18H42N6O6 in total, computed with wB97M-V/def2-TZVPD.

Last column: Mulliken charge in e.
Cartesian coordinates (Å):
C1 -0.623 2.353 4.202  -0.772
N1 -1.772 1.495 4.083  -0.174
C2 -1.743 0.244 3.610  0.772
C3 -3.023 -0.535 3.613  -0.925
O1 -0.728 -0.298 3.172  -0.786
H1 0.223 1.802 3.790  0.197
H2 -0.390 2.584 5.243  0.319
H3 -0.719 3.287 3.650  0.307
H4 -2.681 1.884 4.266  0.205
H5 -2.926 -1.501 4.106  0.281
H6 -3.292 -0.812 2.592  0.196
H7 -3.860 0.011 4.052  0.333
C4 -2.810 2.714 -1.569  -0.917
N2 -3.418 3.814 -2.276  -0.164
C5 -4.269 3.703 -3.326  0.626
C6 -4.760 4.963 -3.954  -0.908
O2 -4.538 2.595 -3.774  -0.634
H8 -2.010 2.284 -2.183  0.300
H9 -3.493 1.943 -1.228  0.259
H10 -2.250 3.148 -0.739  0.364
H11 -3.114 4.736 -2.015  0.246
H12 -4.277 5.854 -3.552  0.280
H13 -5.842 5.030 -4.011  0.263
H14 -4.429 4.918 -4.996  0.259
C7 -0.723 -2.383 -3.256  -0.897
N3 0.525 -2.247 -2.546  -0.035
C8 1.390 -3.261 -2.337  0.840
C9 2.586 -2.936 -1.450  -1.094
O3 1.193 -4.388 -2.748  -0.651
H15 -0.841 -1.493 -3.881  0.409
H16 -1.569 -2.471 -2.571  0.180
H17 -0.700 -3.215 -3.955  0.336
H18 0.692 -1.403 -2.011  0.056
H19 2.326 -3.369 -0.481  0.217
H20 2.820 -1.876 -1.413  0.338
H21 3.436 -3.533 -1.777  0.372
C10 8.717 2.773 2.495  -0.876
N4 7.341 2.338 2.629  -0.223
C11 6.651 1.695 1.653  0.604
C12 5.352 1.035 2.115  -0.484
O4 7.088 1.506 0.533  -0.639
H22 9.324 2.343 3.293  0.291
H23 8.768 3.851 2.683  0.272
H24 9.106 2.575 1.504  0.340
H25 7.001 2.157 3.557  0.258
H26 4.497 1.485 1.618  -0.185
H27 5.149 1.098 3.188  0.311
H28 5.399 -0.037 1.931  0.327
C13 -1.059 -0.310 -0.299  -1.330
N5 -0.142 0.474 0.486  0.331
C14 1.087 0.779 0.018  0.624
C15 1.948 1.575 0.983  -1.276
O5 1.512 0.483 -1.094  -0.674
H29 -0.933 -0.204 -1.377  0.525
H30 -2.073 -0.268 0.079  0.279
H31 -0.696 -1.355 -0.281  0.472
H32 -0.184 0.331 1.496  0.081
H33 2.760 2.053 0.452  0.365
H34 2.164 1.057 1.919  0.342
H35 1.269 2.347 1.371  0.322
C16 -1.141 -4.809 -0.596  -0.509
N6 -2.404 -4.908 -1.290  -0.105
C17 -3.300 -3.899 -1.237  0.679
C18 -4.626 -4.107 -1.945  -1.225
O6 -3.178 -2.932 -0.494  -0.575
H36 -1.300 -4.981 0.471  0.301
H37 -0.564 -3.914 -0.799  -0.159
H38 -0.513 -5.651 -0.893  0.346
H39 -2.550 -5.615 -1.987  0.243
H40 -4.699 -3.445 -2.810  0.298
H41 -5.459 -4.078 -1.254  0.293
H42 -4.703 -5.082 -2.450  0.359

Calculated values
E_tot in eV: -40575.037
Energy above the lowest of the compared OMol25 structures with the same formula, charge and spin in kcal/mol: 14.70
2S+1: 1
SMILES string: CNC(C)=O.CNC(C)=O.CNC(C)=O.CNC(C)=O.CNC(C)=O.CNC(C)=O

***

# 3
The molecule C9H13ClFN3O2, computed with wB97M-V/def2-TZVPD.

Last column: Mulliken charge in e.
Cartesian coordinates (Å):
C1 0.284 -2.506 0.663  -0.999
C2 0.655 -1.578 -0.485  0.722
N1 1.402 -2.096 -1.465  -0.687
C3 1.727 -1.366 -2.520  0.241
O1 2.307 -2.022 -3.491  -0.446
N2 1.147 -0.191 -2.819  -0.760
C4 0.585 0.410 -1.766  0.603
O2 0.395 1.648 -2.042  -0.480
C5 0.321 -0.213 -0.530  -0.406
N3 -0.375 0.378 0.494  0.649
C6 0.314 0.743 1.752  -0.721
C7 0.987 2.180 1.507  -0.097
F1 1.596 2.826 2.542  -0.328
C8 -1.749 0.775 0.209  -0.801
C9 -2.815 0.176 1.228  -0.387
Cl1 -3.117 1.440 2.434  -0.202
H1 1.054 -2.520 1.389  0.274
H2 -0.656 -2.128 1.035  0.205
H3 0.144 -3.547 0.309  0.397
H4 2.297 -1.429 -4.205  0.346
H5 0.813 1.615 -2.873  0.395
H6 1.192 0.137 1.992  0.246
H7 -0.323 0.799 2.622  0.450
H8 0.179 2.848 1.249  0.181
H9 1.659 1.946 0.669  0.189
H10 -2.134 0.634 -0.813  0.406
H11 -1.820 1.853 0.447  0.463
H12 -3.717 -0.118 0.712  0.399
H13 -2.354 -0.693 1.754  0.146

Calculated values
E_tot in eV: -33347.986
Energy above the lowest of the compared OMol25 structures with the same formula, charge and spin in kcal/mol: 30.30
2S+1: 1
SMILES string: Cc1nc(O)nc(O)c1N(CCF)CCCl